Record 1
Computed, not measured: an isolated molecule of C4H8O2, with ωB97M-V/def2-TZVPD.

Computed properties:
orbital gap = 11.67 eV
total energy = -307.69270 a.u.
SMILES string = CC(C)OC=O
ΔE to the lowest compared entry with this formula, charge and spin = 51.8 kJ/mol

Each line ends with the Löwdin charge.
Atoms and positions in Å:
C 0.69 -1.06 1.12  -0.043
C 0.16 -0.26 -0.05  -0.413
C 1.05 0.88 -0.53  -0.033
O -1.08 0.37 0.37  -0.026
C -2.06 0.41 -0.53  -0.345
O -2.12 -0.24 -1.54  0.067
H 1.61 -1.58 0.84  0.086
H 0.89 -0.43 1.99  0.087
H -0.05 -1.82 1.40  0.085
H -0.09 -0.95 -0.87  0.133
H 0.86 1.77 0.08  0.090
H 0.82 1.13 -1.57  0.083
H 2.11 0.61 -0.46  0.082
H -2.78 1.18 -0.24  0.147

Record 2
Computed, not measured: an isolated molecule of C4H8O2, with ωB97M-V/def2-TZVPD.

Computed properties:
orbital gap = 9.37 eV
total energy = -307.58241 a.u.
ΔE to the lowest compared entry with this formula, charge and spin = 341.4 kJ/mol

Each line ends with the Löwdin charge.
Atoms and positions in Å:
C 0.18 -1.39 0.36  -0.024
C -0.46 -0.04 0.05  -0.645
O -1.84 -0.06 0.37  -0.028
C 0.24 1.24 0.57  -0.021
C -0.31 0.43 -1.37  -0.005
O 0.92 0.11 -1.76  -0.004
H 0.04 -1.69 1.41  0.086
H 1.25 -1.39 0.15  0.079
H -0.29 -2.15 -0.27  0.091
H -1.92 -0.31 1.30  0.098
H -0.33 1.75 1.34  0.092
H 1.28 1.07 0.85  0.096
H 0.21 1.94 -0.29  0.074
H 1.07 0.56 -2.61  0.111

Record 3
Computed, not measured: a cluster of 2 separate species, C4H8O2 in total, with ωB97M-V/def2-TZVPD.

Computed properties:
orbital gap = 9.53 eV
total energy = -307.64551 a.u.
SMILES string = C=CO.CC=O
ΔE to the lowest compared entry with this formula, charge and spin = 175.7 kJ/mol

Each line ends with the Löwdin charge.
Atoms and positions in Å:
C -1.93 -1.92 0.41  -0.001
C -0.93 -1.24 0.95  -0.313
O 0.34 -1.70 0.88  -0.039
H -1.71 -2.83 -0.14  0.057
H -2.97 -1.62 0.54  0.045
H -1.07 -0.29 1.47  0.115
H 0.96 -1.00 1.15  0.049
C 0.95 2.09 -1.03  -0.040
C 1.17 0.76 -0.40  -0.288
O 1.59 0.64 0.74  0.024
H -0.07 2.15 -1.42  0.088
H 1.12 2.87 -0.29  0.086
H 1.64 2.22 -1.87  0.088
H 0.90 -0.13 -0.99  0.131

Record 4
Computed, not measured: an isolated molecule of C4H8O2, with ωB97M-V/def2-TZVPD.

Computed properties:
orbital gap = 11.04 eV
total energy = -307.68744 a.u.
SMILES string = CC(=O)[C@H](C)O
ΔE to the lowest compared entry with this formula, charge and spin = 65.6 kJ/mol

Each line ends with the Löwdin charge.
Atoms and positions in Å:
C -0.82 1.30 0.99  -0.008
C -0.77 0.52 -0.31  -0.372
O -1.51 0.81 -1.23  0.082
C 0.23 -0.62 -0.53  -0.396
C 1.64 -0.17 -0.18  -0.042
O 0.19 -1.03 -1.87  -0.025
H -0.71 0.68 1.88  0.087
H -0.02 2.05 1.02  0.092
H -1.77 1.85 1.03  0.086
H -0.04 -1.47 0.12  0.155
H 1.90 0.71 -0.78  0.094
H 1.73 0.07 0.88  0.079
H 2.34 -0.97 -0.43  0.086
H -0.55 -0.55 -2.27  0.084

Record 5
Computed, not measured: an isolated molecule of C4H8O2, with ωB97M-V/def2-TZVPD.

Computed properties:
orbital gap = 11.08 eV
total energy = -307.68814 a.u.
SMILES string = CC(=O)[C@H](C)O
ΔE to the lowest compared entry with this formula, charge and spin = 63.8 kJ/mol

Each line ends with the Löwdin charge.
Atoms and positions in Å:
C 1.83 0.02 -0.22  -0.006
C 0.53 0.80 -0.22  -0.379
O 0.52 1.98 -0.54  0.082
C -0.80 0.14 0.15  -0.396
C -1.08 -1.10 -0.69  -0.038
O -1.83 1.07 -0.01  -0.026
H 1.91 -0.68 0.61  0.088
H 1.90 -0.55 -1.16  0.094
H 2.65 0.74 -0.20  0.088
H -0.73 -0.16 1.21  0.155
H -1.05 -0.85 -1.76  0.092
H -0.37 -1.91 -0.49  0.079
H -2.09 -1.46 -0.46  0.085
H -1.38 1.89 -0.29  0.083

Record 6
Computed, not measured: an isolated molecule of C4H8O2 at a distorted geometry, with ωB97M-V/def2-TZVPD.

Computed properties:
orbital gap = 10.32 eV
total energy = -307.64893 a.u.
SMILES string = C=C(C)OCO
ΔE to the lowest compared entry with this formula, charge and spin = 166.7 kJ/mol

Each line ends with the Löwdin charge.
Atoms and positions in Å:
C 1.09 1.24 0.08  0.068
C 0.68 -0.04 0.01  -0.438
C 0.96 -1.05 1.08  -0.030
O 0.01 -0.55 -1.07  -0.059
C -1.34 -0.09 -1.21  -0.246
O -2.05 0.01 0.01  -0.028
H 0.90 1.93 -0.74  0.067
H 1.64 1.61 0.93  0.064
H 1.54 -0.63 1.91  0.081
H 0.02 -1.44 1.48  0.086
H 1.53 -1.89 0.66  0.088
H -1.37 0.87 -1.74  0.125
H -1.86 -0.83 -1.83  0.131
H -1.76 0.84 0.42  0.092

Record 7
Computed, not measured: an isolated molecule of C4H8O2, with ωB97M-V/def2-TZVPD.

Computed properties:
orbital gap = 10.81 eV
total energy = -307.64943 a.u.
SMILES string = CO[C@@H](C)C=O
ΔE to the lowest compared entry with this formula, charge and spin = 165.4 kJ/mol

Each line ends with the Löwdin charge.
Atoms and positions in Å:
C -1.66 -0.88 -0.80  -0.100
O -1.08 0.17 -0.06  -0.179
C 0.26 0.00 0.36  -0.362
C 1.35 0.53 -0.59  -0.020
C 0.32 0.67 1.73  -0.187
O 1.34 1.05 2.25  0.059
H -2.66 -0.56 -1.09  0.091
H -1.09 -1.10 -1.72  0.091
H -1.75 -1.80 -0.20  0.092
H 0.51 -1.06 0.49  0.147
H 1.95 -0.26 -1.07  0.078
H 0.90 1.13 -1.37  0.085
H 2.05 1.13 0.00  0.071
H -0.66 0.78 2.23  0.134

Record 8
Computed, not measured: an isolated molecule of C4H8O2 at a distorted geometry, with ωB97M-V/def2-TZVPD.

Computed properties:
orbital gap = 10.60 eV
total energy = -307.65564 a.u.
SMILES string = O=CCCCO
ΔE to the lowest compared entry with this formula, charge and spin = 149.1 kJ/mol

Each line ends with the Löwdin charge.
Atoms and positions in Å:
O -1.70 -1.43 -1.86  0.060
C -0.73 -0.77 -1.57  -0.290
C 0.22 -1.19 -0.50  -0.170
C 0.34 -0.37 0.77  -0.166
C 0.31 1.14 0.57  -0.280
O -0.20 1.73 1.74  -0.059
H -0.51 0.15 -2.16  0.121
H 1.17 -1.36 -1.01  0.119
H -0.11 -2.22 -0.30  0.120
H -0.54 -0.54 1.40  0.122
H 1.20 -0.73 1.34  0.115
H 1.23 1.61 0.25  0.117
H -0.39 1.31 -0.27  0.099
H -0.29 2.68 1.59  0.090

Record 9
Computed, not measured: an isolated molecule of C4H8O2 at a distorted geometry, with ωB97M-V/def2-TZVPD.

Computed properties:
orbital gap = 10.63 eV
total energy = -307.58908 a.u.
SMILES string = CCOCC=O
ΔE to the lowest compared entry with this formula, charge and spin = 323.9 kJ/mol

Each line ends with the Löwdin charge.
Atoms and positions in Å:
C -1.83 -0.58 -0.19  -0.098
C -0.61 -0.50 -1.06  -0.113
O -0.05 0.89 -0.43  -0.235
C 1.18 1.09 0.23  -0.200
C 1.56 -0.09 1.10  -0.248
O 2.60 -0.70 1.00  0.058
H -1.38 0.34 0.30  0.083
H -1.90 -1.42 0.50  0.073
H -2.80 -0.34 -0.66  0.074
H 0.12 -1.30 -0.92  0.108
H -0.78 -0.26 -2.11  0.108
H 1.13 1.99 0.88  0.137
H 1.98 1.27 -0.49  0.119
H 0.79 -0.39 1.85  0.132

Record 10
Computed, not measured: a structure of composition C4H8O2, with ωB97M-V/def2-TZVPD.

Computed properties:
orbital gap = 10.44 eV
total energy = -307.63132 a.u.
ΔE to the lowest compared entry with this formula, charge and spin = 212.9 kJ/mol

Each line ends with the Löwdin charge.
Atoms and positions in Å:
O 1.91 1.13 0.02  -0.059
C 1.29 -0.13 0.20  -0.247
C -0.18 0.14 0.42  -0.245
C -1.00 0.71 -0.75  -0.155
O -2.07 -0.21 -0.52  -0.118
C -1.23 -0.99 0.34  -0.147
H 2.86 0.98 -0.14  0.089
H 1.73 -0.67 1.06  0.124
H 1.42 -0.77 -0.69  0.123
H -0.30 0.76 1.32  0.148
H -1.38 1.73 -0.66  0.120
H -0.49 0.57 -1.71  0.126
H -1.69 -1.28 1.29  0.120
H -0.96 -1.85 -0.28  0.120

Record 11
Computed, not measured: an isolated molecule of C4H8O2 at a distorted geometry, with ωB97M-V/def2-TZVPD.

Computed properties:
orbital gap = 10.42 eV
total energy = -307.58150 a.u.
SMILES string = CC(C)OC=O
ΔE to the lowest compared entry with this formula, charge and spin = 343.8 kJ/mol

Each line ends with the Löwdin charge.
Atoms and positions in Å:
C -0.50 1.75 0.32  -0.054
C 0.00 0.47 -0.43  -0.504
C -0.88 -0.58 0.14  -0.044
O 1.31 0.02 -0.15  -0.120
C 1.46 -1.64 -0.25  -0.230
O 1.75 -2.24 -1.24  0.111
H -1.57 1.98 0.12  0.089
H -0.37 1.67 1.40  0.082
H 0.09 2.57 -0.06  0.066
H -0.16 0.64 -1.51  0.147
H -0.81 -0.60 1.23  0.090
H -0.12 -1.59 -0.13  0.117
H -1.94 -0.50 -0.20  0.104
H 1.75 -1.94 0.77  0.146

Record 12
Computed, not measured: an isolated molecule of C4H8O2, with ωB97M-V/def2-TZVPD.

Computed properties:
orbital gap (alpha / beta) = 7.32 / 7.32 eV
total energy = -307.53628 a.u.
ΔE to the lowest compared entry with this formula, charge and spin = 462.5 kJ/mol

Each line ends with the Löwdin charge.
Atoms and positions in Å:
C 0.89 -0.31 -1.05  -0.147
C 0.17 0.98 -0.73  -0.276
C -0.76 0.91 0.52  -0.150
O -0.17 0.12 1.56  -0.002
C 0.04 -1.13 1.31  -0.191
O -0.72 -1.91 0.53  0.019
H 0.64 -0.61 -2.09  0.036
H 1.98 -0.20 -1.03  0.018
H -0.26 -1.68 -0.34  0.088
H -0.54 1.25 -1.52  0.102
H 0.85 1.83 -0.61  0.098
H -0.92 1.89 0.98  0.126
H -1.71 0.44 0.27  0.123
H 0.50 -1.58 2.19  0.156